{
  "formula": "C9H8N4O2",
  "method": "the ωB97M-V functional and the def2-TZVPD basis",
  "homo_energy_ev": -7.65,
  "relative_energy_ev": 6.356,
  "smiles": "N#C/C=C(/N)N(O)c1ccccc1N=O",
  "largest_force_ev_per_a": 5.21,
  "orbital_gap_ha": 0.275,
  "charge": 0,
  "energy_ha": -717.0367,
  "elements": ["N", "C", "C", "C", "N", "N", "O", "C", "C", "C", "C", "C", "C", "N", "O", "H", "H", "H", "H", "H", "H", "H", "H"],
  "xyz": [[1.09469, 1.56360, -2.64307], [1.36470, 1.08534, -1.63380], [2.02530, 0.69472, -0.36516], [1.80557, -0.53984, 0.20707], [2.74540, -1.21610, 0.96416], [0.68605, -1.20216, -0.06819], [0.55769, -2.54307, 0.27332], [-0.47579, -0.42874, -0.08402], [-1.60933, -0.89630, -0.77154], [-2.79803, -0.20564, -0.78858], [-2.91738, 0.89337, 0.08749], [-1.80737, 1.33742, 0.86633], [-0.57432, 0.75909, 0.58956], [0.49597, 1.53460, 0.76916], [0.77193, 2.13973, 1.84224], [2.96118, 1.12677, -0.18681], [3.38171, -0.63536, 1.44441], [2.39573, -1.95206, 1.55392], [0.50476, -3.05248, -0.58335], [-1.45323, -1.78463, -1.52446], [-3.47974, -0.33794, -1.58208], [-3.81747, 1.48207, 0.04424], [-1.85801, 2.17761, 1.58916]],
  "forces_ev_per_angstrom": [[-0.42, -0.18, -0.11], [1.59, -0.13, 1.41], [-1.97, -1.16, -1.40], [2.21, -0.97, -0.22], [-0.64, 0.02, -0.30], [-1.69, 0.27, -0.63], [0.02, -0.66, -0.84], [-1.52, -2.13, -1.18], [0.63, -1.82, -2.15], [1.52, 1.04, 1.03], [1.39, 0.49, 0.74], [-2.58, -0.12, -0.83], [-0.48, -0.26, 1.05], [2.47, 3.95, 2.34], [-0.71, -1.47, -1.56], [0.94, 1.02, 0.39], [0.85, 0.66, 0.34], [-0.26, -0.09, 0.00], [0.22, 0.86, 1.12], [-0.37, 1.72, 1.68], [-1.00, -0.55, -0.36], [-0.23, 0.06, 0.37], [0.04, -0.55, -0.89]]
}

{
  "formula": "C9H14N2O2",
  "method": "the ωB97M-V functional and the def2-TZVPD basis",
  "homo_energy_ev": [-7.07, -8.46],
  "relative_energy_ev": 6.958,
  "largest_force_ev_per_a": 7.14,
  "orbital_gap_ha": [0.226, 0.334],
  "charge": 0,
  "energy_ha": -611.1089,
  "elements": ["C", "C", "C", "C", "C", "C", "C", "C", "C", "N", "N", "O", "O", "H", "H", "H", "H", "H", "H", "H", "H", "H", "H", "H", "H", "H", "H"],
  "xyz": [[1.53993, 0.71833, 0.32609], [-2.14946, 1.15964, 0.28524], [0.29325, 0.08138, 0.23771], [-1.06190, 0.04112, 0.69279], [-0.57733, -0.91541, -0.38989], [-1.50427, -0.41672, 2.03166], [-0.05946, -2.31214, 0.06799], [-0.92275, -0.87341, -1.86766], [3.64300, 1.02112, -0.85711], [-1.56859, 2.48553, 0.09377], [-0.59954, 2.95254, -0.27655], [1.81326, 1.55715, 1.18090], [2.38615, 0.32428, -0.61703], [-2.66011, 0.86910, -0.59241], [-2.81106, 1.21241, 1.17702], [-1.67630, -1.50087, 2.07622], [-2.17467, 0.27911, 2.51803], [-0.59697, -0.29625, 2.68936], [-0.80080, -3.13205, -0.25838], [0.07352, -2.18063, 1.05933], [0.91837, -2.53104, -0.27421], [-1.80625, -1.54936, -2.08027], [-0.09142, -1.05108, -2.50586], [-1.07708, 0.19784, -2.23501], [3.43171, 1.71806, -1.69347], [4.47424, 0.43188, -0.87205], [3.56451, 1.70947, 0.08378]],
  "forces_ev_per_angstrom": [[0.89, 1.56, 1.46], [1.93, -0.56, 1.58], [-1.43, 0.39, -0.79], [-1.88, 1.11, -0.98], [2.31, -1.19, -0.86], [2.95, -0.79, 2.36], [-2.92, -0.22, -3.04], [-1.73, 1.87, 0.01], [-4.63, 4.58, 2.94], [-2.64, 0.38, 0.56], [1.88, -0.31, -0.70], [-0.06, -0.45, -0.37], [0.83, -1.70, -1.89], [-0.71, -0.03, -1.00], [0.19, 0.35, -1.24], [-0.81, 0.52, 0.10], [-0.67, -0.66, 0.00], [-0.68, -0.28, -0.27], [1.19, 1.03, 0.89], [-0.02, -0.55, 3.58], [0.86, -0.12, -1.05], [1.02, 0.89, -0.07], [0.91, -1.18, -0.21], [-0.68, -1.14, 0.75], [0.67, -0.83, 0.08], [1.85, -1.82, -0.28], [1.39, -0.85, -1.58]]
}

{
  "formula": "C3H5HgMgO4",
  "method": "the ωB97M-V functional and the def2-TZVPD basis",
  "spin_multiplicity": 3,
  "homo_energy_ev": [-21.24, -21.93],
  "relative_energy_ev": 2.563,
  "largest_force_ev_per_a": 3.90,
  "orbital_gap_ha": [0.266, 0.263],
  "charge": 3,
  "energy_ha": -770.3929,
  "elements": ["O", "C", "C", "O", "O", "C", "Mg", "H", "H", "H", "H", "Hg", "O", "H"],
  "xyz": [[0.43545, -0.40029, -0.07729], [1.75939, -0.12311, -0.10076], [-0.41967, 0.45671, -0.67469], [2.51871, -1.04604, 0.31492], [2.21632, 0.89946, -0.62912], [-1.78864, 0.41908, -0.15821], [4.11559, 0.23027, -0.19058], [-0.23012, 0.63905, -1.73776], [-0.86450, 1.55030, 0.04035], [-2.30105, -0.52532, -0.48176], [-2.46712, 1.10119, -0.72520], [2.45030, -3.24551, 1.14830], [-2.31541, 0.30714, 1.60469], [-3.10924, -0.26293, 1.66710]],
  "forces_ev_per_angstrom": [[1.18, -0.03, 0.94], [-1.50, -0.33, -1.37], [-1.83, 1.12, 1.55], [1.43, 0.26, 0.47], [0.73, 0.36, 0.39], [-2.60, -0.80, -0.13], [-0.65, 0.34, -0.23], [-0.24, 0.95, 0.32], [1.53, -0.66, -0.46], [-0.15, -0.77, 1.19], [0.42, 0.12, 0.57], [-0.23, -1.12, 0.45], [2.09, 0.54, -3.25], [-0.19, 0.02, -0.43]]
}

Copy entry 2 word for word.
{
  "formula": "C9H14N2O2",
  "method": "the ωB97M-V functional and the def2-TZVPD basis",
  "homo_energy_ev": [-7.07, -8.46],
  "relative_energy_ev": 6.958,
  "largest_force_ev_per_a": 7.14,
  "orbital_gap_ha": [0.226, 0.334],
  "charge": 0,
  "energy_ha": -611.1089,
  "elements": ["C", "C", "C", "C", "C", "C", "C", "C", "C", "N", "N", "O", "O", "H", "H", "H", "H", "H", "H", "H", "H", "H", "H", "H", "H", "H", "H"],
  "xyz": [[1.53993, 0.71833, 0.32609], [-2.14946, 1.15964, 0.28524], [0.29325, 0.08138, 0.23771], [-1.06190, 0.04112, 0.69279], [-0.57733, -0.91541, -0.38989], [-1.50427, -0.41672, 2.03166], [-0.05946, -2.31214, 0.06799], [-0.92275, -0.87341, -1.86766], [3.64300, 1.02112, -0.85711], [-1.56859, 2.48553, 0.09377], [-0.59954, 2.95254, -0.27655], [1.81326, 1.55715, 1.18090], [2.38615, 0.32428, -0.61703], [-2.66011, 0.86910, -0.59241], [-2.81106, 1.21241, 1.17702], [-1.67630, -1.50087, 2.07622], [-2.17467, 0.27911, 2.51803], [-0.59697, -0.29625, 2.68936], [-0.80080, -3.13205, -0.25838], [0.07352, -2.18063, 1.05933], [0.91837, -2.53104, -0.27421], [-1.80625, -1.54936, -2.08027], [-0.09142, -1.05108, -2.50586], [-1.07708, 0.19784, -2.23501], [3.43171, 1.71806, -1.69347], [4.47424, 0.43188, -0.87205], [3.56451, 1.70947, 0.08378]],
  "forces_ev_per_angstrom": [[0.89, 1.56, 1.46], [1.93, -0.56, 1.58], [-1.43, 0.39, -0.79], [-1.88, 1.11, -0.98], [2.31, -1.19, -0.86], [2.95, -0.79, 2.36], [-2.92, -0.22, -3.04], [-1.73, 1.87, 0.01], [-4.63, 4.58, 2.94], [-2.64, 0.38, 0.56], [1.88, -0.31, -0.70], [-0.06, -0.45, -0.37], [0.83, -1.70, -1.89], [-0.71, -0.03, -1.00], [0.19, 0.35, -1.24], [-0.81, 0.52, 0.10], [-0.67, -0.66, 0.00], [-0.68, -0.28, -0.27], [1.19, 1.03, 0.89], [-0.02, -0.55, 3.58], [0.86, -0.12, -1.05], [1.02, 0.89, -0.07], [0.91, -1.18, -0.21], [-0.68, -1.14, 0.75], [0.67, -0.83, 0.08], [1.85, -1.82, -0.28], [1.39, -0.85, -1.58]]
}